{
  "formula": "C11H4AsF11NOPdS4SbSe",
  "method": "ωB97M-V with the def2-TZVPD basis set",
  "symbols": ["Sb", "Pd", "Se", "As", "S", "S", "S", "S", "F", "F", "F", "F", "F", "F", "F", "F", "F", "F", "F", "O", "N", "C", "C", "C", "C", "C", "C", "C", "C", "C", "C", "C", "H", "H", "H", "H"],
  "positions_angstrom": [[-1.963, 2.883, 0.398], [0.218, -0.030, -0.032], [2.188, -0.442, 1.761], [1.802, -2.213, -2.178], [1.605, 1.495, 1.034], [-2.367, -0.196, -2.339], [-1.641, 4.888, -0.494], [-1.076, 1.180, -2.236], [-2.541, -3.142, -0.181], [1.541, -3.882, -2.497], [2.011, -0.489, -1.813], [2.045, -2.575, -0.492], [3.495, -2.345, -2.465], [-0.280, -2.852, 4.744], [0.089, -2.001, -1.802], [-1.182, -5.246, 3.795], [1.478, -1.800, -3.818], [-2.321, -5.347, 1.313], [-0.512, -0.620, 3.280], [-1.602, -0.699, 0.732], [6.332, -1.375, -0.243], [4.483, -1.987, 1.152], [5.713, -2.230, 0.565], [-0.957, -1.781, 2.758], [-1.505, -1.787, 1.465], [4.467, 0.117, 0.020], [-1.971, -3.036, 1.026], [5.702, -0.234, -0.507], [-1.868, -4.183, 1.792], [-0.837, -2.923, 3.526], [-1.292, -4.137, 3.050], [3.856, -0.781, 0.873], [3.993, 1.051, -0.246], [6.211, 0.446, -1.182], [4.017, -2.734, 1.781], [6.224, -3.169, 0.754]],
  "max_force_ev_per_a": 0.6,
  "homo_lumo_gap_ha": [0.2098, 0.2048],
  "s2": 8.7778,
  "multiplicity": 6,
  "charge": -1
}

{
  "formula": "C11H4N3O4RuS2",
  "method": "ωB97M-V with the def2-TZVPD basis set",
  "symbols": ["Ru", "S", "S", "O", "O", "O", "O", "N", "N", "N", "C", "C", "C", "C", "C", "C", "C", "C", "C", "C", "C", "H", "H", "H", "H"],
  "positions_angstrom": [[0.300, 1.262, -0.416], [1.261, 3.114, 0.479], [1.356, 0.015, 1.103], [-3.215, -0.231, 1.292], [1.397, 0.837, -2.050], [-1.531, 1.149, 0.784], [1.681, -0.728, -3.641], [-0.667, -0.380, -1.101], [3.279, 0.175, 4.219], [3.198, 4.230, 3.419], [-1.771, -2.705, -1.934], [2.700, 3.450, 2.737], [-2.350, -2.019, -0.867], [2.067, 2.501, 1.875], [2.760, 0.637, 3.302], [-0.649, -2.199, -2.577], [-2.157, 0.110, 0.592], [1.094, -0.256, -2.699], [2.104, 1.166, 2.151], [-0.108, -1.006, -2.122], [-1.754, -0.835, -0.478], [-0.187, -2.695, -3.419], [-2.207, -3.638, -2.265], [-3.374, 0.439, 1.977], [-3.227, -2.392, -0.359]],
  "max_force_ev_per_a": 0.6,
  "homo_lumo_gap_ha": [0.2219, 0.2410],
  "s2": 0.7641,
  "multiplicity": 2
}

Calculated values (kcal/mol) of energy relative to the best compared isomer or geometry (same formula, charge and spin) for the records, taken in order: 21.1; 0.0.
Calculated values (eV) of energy for the records, taken in order: -224448.6864; -48384.7844.